<w>
Density functional theory data (ωB97M-V/def2-TZVPD) for H3N5 in the gas phase.

Computed properties:
Kohn-Sham gap (spin up / spin down) = 8.93 / 8.93 eV
HOMO level (spin up / spin down) = -9.1 / -9.1 eV

```
8
H3N5 (ωB97M-V/def2-TZVPD)
N 1.282 -0.470 -0.008
N 0.147 -1.174 -0.023
N 1.177 0.789 0.084
N -1.061 -0.639 -0.033
N -1.321 0.566 0.129
H 2.070 1.250 -0.124
H -1.966 -1.354 -0.115
H -0.327 1.033 0.091
```

<x>
Density functional theory data (ωB97M-V/def2-TZVPD) for H3N5 in the gas phase.

Computed properties:
Kohn-Sham gap = 8.16 eV
HOMO level = -8.5 eV

```
8
H3N5 (ωB97M-V/def2-TZVPD)
N 1.120 0.698 -0.134
N 1.017 -0.410 0.414
N 0.237 1.548 -0.221
N -0.164 -1.100 0.482
N -1.291 -0.917 0.054
H 0.659 2.237 -0.824
H 0.027 -2.091 0.673
H -1.605 0.035 -0.444
```

The data favor <w>; the next most stable structure lies 31.3 kJ/mol above it.

<w>
Density functional theory data (ωB97M-V/def2-TZVPD) for 4 unconnected molecules or ions with the total composition C3H6ClF.

Computed properties:
Kohn-Sham gap = 10.17 eV
HOMO level = -10.4 eV

```
11
C3H6ClF (ωB97M-V/def2-TZVPD)
C -0.441 -0.522 1.154
C -0.299 -0.096 -0.327
C 0.773 0.526 -1.042
H -0.454 -2.141 1.259
H 1.091 -0.046 1.795
H -1.664 0.255 1.953
H -0.604 -1.007 -0.801
H -1.269 0.394 -0.536
H 1.617 -0.080 -0.885
F 0.482 0.546 -2.379
Cl 0.767 2.170 -0.192
```

<x>
Density functional theory data (ωB97M-V/def2-TZVPD) for 4 unconnected molecules or ions with the total composition C3H6ClF.

Computed properties:
Kohn-Sham gap = 10.07 eV
HOMO level = -10.4 eV

```
11
C3H6ClF (ωB97M-V/def2-TZVPD)
C 0.425 -0.130 -1.163
C 0.213 0.474 0.145
C -0.655 -0.156 0.923
H 0.417 0.870 -2.260
H 2.169 -0.648 -1.152
H -0.530 -1.397 -1.436
H 1.130 0.516 0.596
H -0.344 1.453 -0.177
H -0.375 -1.224 1.285
F -1.815 -0.201 0.399
Cl -0.634 0.443 2.838
```

The data favor <w>; the next most stable structure lies 15.4 kJ/mol above it.

<w>
Density functional theory data (ωB97M-V/def2-TZVPD) for a molecular structure, C57H42F6NO7P3RuS2.

Computed properties:
Kohn-Sham gap (spin up / spin down) = 7.39 / 5.77 eV
2S+1 = 5
charge = +2
HOMO level (spin up / spin down) = -12.9 / -13.5 eV
expectation value of S² = 6.03

```
119
C57H42F6NO7P3RuS2 (ωB97M-V/def2-TZVPD)
Ru 12.379 12.064 11.750
O 13.225 14.194 14.518
C 13.912 13.368 15.369
C 14.043 13.657 16.732
C 14.906 12.903 17.509
C 15.675 11.875 16.959
C 15.481 11.507 15.650
C 14.602 12.251 14.843
P 14.477 11.646 13.141
C 15.958 12.271 12.353
C 16.310 11.776 11.094
C 17.490 12.229 10.510
C 18.260 13.184 11.146
C 17.818 13.761 12.347
C 16.674 13.304 12.953
C 14.618 9.834 13.297
C 15.513 9.049 12.626
C 15.470 7.652 12.847
C 14.553 7.092 13.731
C 13.640 7.920 14.387
C 13.690 9.286 14.183
C 12.507 15.258 15.036
C 13.160 16.336 15.632
C 12.451 17.282 16.331
C 11.040 17.188 16.454
C 10.379 16.196 15.734
C 11.106 15.208 15.021
P 10.300 14.198 13.754
C 9.639 15.498 12.717
C 10.477 16.582 12.385
C 9.998 17.669 11.718
C 8.671 17.696 11.337
C 7.837 16.627 11.604
C 8.320 15.531 12.269
C 9.088 13.062 14.289
C 8.143 12.458 13.388
C 7.238 11.579 13.910
C 7.245 11.272 15.269
C 8.190 11.780 16.128
C 9.118 12.680 15.617
H 13.480 14.417 17.244
H 14.983 13.111 18.570
H 16.344 11.325 17.595
H 16.033 10.711 15.227
H 15.688 11.077 10.543
H 17.789 11.807 9.558
H 19.154 13.497 10.660
H 18.336 14.582 12.782
H 16.334 13.770 13.868
H 16.289 9.431 11.968
H 16.152 7.033 12.315
H 14.502 6.004 13.863
H 12.870 7.509 15.018
H 13.038 9.977 14.727
H 14.233 16.378 15.624
H 12.968 18.103 16.810
H 10.458 17.948 16.948
H 9.290 16.171 15.724
H 11.507 16.568 12.669
H 10.655 18.470 11.440
H 8.305 18.517 10.736
H 6.799 16.596 11.305
H 7.655 14.712 12.518
H 8.167 12.723 12.349
H 6.526 11.087 13.259
H 6.514 10.569 15.640
H 8.220 11.495 17.155
H 9.884 13.098 16.260
F 16.224 14.752 9.572
C 14.946 15.114 9.464
F 14.676 15.846 10.557
F 14.772 15.815 8.334
S 13.892 13.602 9.289
O 13.676 13.205 10.734
O 14.663 12.676 8.546
N 12.600 13.947 8.515
S 11.432 14.793 9.211
O 11.755 16.174 9.400
O 10.880 14.068 10.331
C 10.214 14.752 7.776
F 10.670 15.506 6.785
F 9.061 15.281 8.217
F 10.035 13.526 7.335
O 10.557 10.070 14.689
C 10.694 10.201 13.505
O 11.303 11.311 13.007
C 10.285 9.153 12.486
C 9.617 8.036 13.005
C 9.128 7.074 12.120
C 9.438 7.155 10.777
C 10.189 8.223 10.283
C 10.623 9.237 11.124
P 11.364 10.651 10.228
C 9.945 11.169 9.243
C 9.695 10.450 8.079
C 8.506 10.619 7.401
C 7.547 11.487 7.880
C 7.783 12.207 9.070
C 8.966 12.024 9.764
C 12.716 10.012 9.200
C 12.841 10.385 7.851
C 13.854 9.825 7.087
C 14.758 8.928 7.689
C 14.646 8.611 9.057
C 13.600 9.164 9.801
H 9.438 8.002 14.074
H 8.545 6.248 12.505
H 9.088 6.382 10.102
H 10.358 8.306 9.221
H 10.423 9.759 7.655
H 8.356 10.058 6.492
H 6.647 11.649 7.321
H 7.023 12.905 9.447
H 9.175 12.588 10.667
H 12.161 11.147 7.413
H 13.961 10.049 6.048
H 15.513 8.405 7.076
H 15.338 7.943 9.572
H 13.491 8.933 10.858
```

<x>
Density functional theory data (ωB97M-V/def2-TZVPD) for a molecular structure, C57H42F6NO7P3RuS2.

Computed properties:
Kohn-Sham gap (spin up / spin down) = 8.30 / 7.09 eV
2S+1 = 5
charge = +2
HOMO level (spin up / spin down) = -12.7 / -13.2 eV
expectation value of S² = 6.01

```
119
C57H42F6NO7P3RuS2 (ωB97M-V/def2-TZVPD)
Ru 13.622 11.515 13.567
O 14.744 11.376 15.963
C 15.794 10.425 16.137
C 16.759 10.662 17.110
C 17.785 9.726 17.232
C 17.763 8.534 16.470
C 16.818 8.376 15.430
C 15.860 9.377 15.238
P 14.681 9.363 13.880
C 13.598 7.843 13.859
C 13.894 6.803 13.005
C 13.011 5.747 12.960
C 11.905 5.790 13.736
C 11.619 6.816 14.617
C 12.504 7.893 14.669
C 15.697 9.445 12.349
C 14.854 9.589 11.089
C 16.142 11.020 9.476
C 17.499 10.480 9.976
C 17.877 9.906 11.141
C 17.020 9.551 12.317
C 13.920 11.544 17.023
C 13.906 10.738 18.187
C 12.956 11.082 19.153
C 12.059 12.122 19.005
C 12.061 12.844 17.805
C 12.933 12.506 16.803
P 12.839 13.183 15.078
C 11.019 13.283 14.942
C 10.479 11.996 14.788
C 9.117 11.793 14.592
C 8.249 12.893 14.554
C 8.795 14.170 14.790
C 10.169 14.374 14.962
C 13.703 14.734 15.027
C 14.031 15.313 13.790
C 14.672 16.560 13.696
C 14.999 17.263 14.848
C 14.820 16.641 16.076
C 14.125 15.456 16.156
H 16.717 11.511 17.797
H 18.638 9.952 17.883
H 18.542 7.898 16.560
H 16.879 7.445 14.833
H 14.853 6.761 12.482
H 13.225 4.830 12.377
H 11.254 4.949 13.615
H 10.677 6.791 15.202
H 12.274 8.685 15.338
H 13.809 9.480 11.298
H 15.772 10.431 8.659
H 18.277 10.633 9.193
H 18.924 9.674 11.234
H 17.552 9.531 13.223
H 14.538 9.853 18.324
H 12.841 10.418 19.997
H 11.379 12.382 19.791
H 11.322 13.610 17.689
H 11.101 11.190 14.904
H 8.856 10.779 14.379
H 7.232 12.691 14.296
H 8.123 15.052 14.836
H 10.617 15.347 15.013
H 13.636 14.768 12.861
H 14.792 17.079 12.775
H 15.313 18.310 14.750
H 15.153 17.189 16.909
H 13.918 14.938 17.080
F 15.169 8.666 10.108
C 15.058 11.037 10.567
F 15.591 11.925 11.593
F 16.409 12.307 9.050
S 13.455 11.794 10.223
O 12.914 11.929 11.652
O 12.694 10.831 9.507
N 13.736 13.178 9.673
S 13.012 14.591 9.395
O 11.684 14.373 8.829
O 13.227 15.592 10.358
C 14.052 14.876 7.883
F 15.269 15.221 8.272
F 14.023 13.716 7.201
F 13.655 15.841 7.079
O 11.344 20.736 12.142
C 10.403 20.407 11.520
O 10.473 19.508 10.496
C 9.004 20.875 11.616
C 8.598 21.900 12.465
C 7.268 22.259 12.475
C 6.406 21.733 11.530
C 6.871 20.888 10.507
C 8.165 20.372 10.631
P 9.113 19.131 9.778
C 9.197 19.420 8.005
C 9.128 18.353 7.165
C 9.076 18.562 5.749
C 8.957 19.807 5.250
C 8.926 20.830 6.152
C 9.051 20.718 7.546
C 8.693 17.426 10.137
C 7.418 17.204 10.610
C 7.039 15.921 10.750
C 7.871 14.854 10.353
C 9.142 15.122 9.835
C 9.609 16.393 9.679
H 9.360 22.284 13.225
H 7.032 22.966 13.198
H 5.337 21.935 11.547
H 6.248 20.521 9.740
H 9.046 17.346 7.580
H 9.103 17.729 5.093
H 8.923 20.111 4.229
H 8.629 21.774 5.709
H 8.981 21.585 8.158
H 6.785 17.952 11.145
H 6.135 15.659 11.279
H 7.645 13.836 10.614
H 9.750 14.317 9.559
H 10.571 16.647 9.324
```

The data favor <w>; the next most stable structure lies 276.2 kJ/mol above it.